1.
Entry from the Open Molecules 2025 dataset: C54H84N3O3P2SiY as an isolated structure at a distorted geometry (ωB97M-V/def2-TZVPD).

Last column: Löwdin charge in e.
CARTESIAN COORDINATES (ANGSTROEM)
Y1 0.614 -0.476 -0.420  1.274
C1 2.627 4.070 -2.547  -0.013
N1 2.396 4.067 -1.115  -0.132
C2 2.656 5.343 -0.486  -0.015
C3 1.979 2.949 -0.510  -0.421
O1 1.838 1.883 -1.117  -0.078
C4 1.697 3.023 0.991  -0.090
O2 1.208 1.780 1.462  -0.167
C5 1.835 1.283 2.630  -0.099
C6 2.861 0.208 2.274  -0.431
O3 2.888 -0.240 1.122  -0.047
N2 3.667 -0.224 3.248  -0.133
C7 4.544 -1.351 2.998  -0.010
C8 3.636 0.282 4.605  -0.015
H1 1.977 4.804 -3.029  0.106
H2 2.407 3.081 -2.943  0.074
H3 3.663 4.339 -2.756  0.100
H4 2.093 6.122 -1.005  0.108
H5 3.721 5.577 -0.564  0.106
H6 2.383 5.356 0.563  0.087
H7 0.929 3.783 1.184  0.140
H8 2.619 3.311 1.507  0.144
H9 1.048 0.805 3.227  0.111
H10 2.276 2.086 3.228  0.134
H11 4.374 -1.700 1.982  0.087
H12 4.316 -2.154 3.697  0.100
H13 5.588 -1.059 3.120  0.103
H14 3.784 1.363 4.625  0.098
H15 4.448 -0.181 5.159  0.104
H16 2.691 0.043 5.098  0.103
C9 -1.993 -2.940 -2.290  -0.222
Si1 -1.858 -1.641 -0.857  0.568
C10 -2.550 -2.634 0.644  -0.303
C11 -3.548 -3.571 0.378  -0.113
C12 -4.086 -4.382 1.360  -0.051
C13 -3.602 -4.299 2.653  -0.053
C14 -2.581 -3.413 2.935  -0.108
C15 -2.061 -2.570 1.956  -0.386
P1 -0.714 -1.413 2.416  1.083
C16 -1.391 -0.488 3.927  -0.426
C17 -2.311 0.586 3.331  -0.235
C18 -2.704 1.629 4.373  -0.195
C19 -3.361 0.965 5.579  -0.195
C20 -2.432 -0.097 6.154  -0.189
C21 -2.118 -1.156 5.095  -0.203
C22 0.712 -2.520 3.008  -0.412
C23 0.792 -3.182 4.396  -0.186
C24 0.236 -4.602 4.545  -0.178
C25 0.405 -5.442 3.274  -0.178
C26 1.492 -4.860 2.377  -0.187
C27 1.026 -3.503 1.858  -0.218
C28 -3.171 -0.356 -1.456  -0.298
C29 -4.507 -0.757 -1.413  -0.090
C30 -5.513 -0.052 -2.046  -0.050
C31 -5.196 1.090 -2.762  -0.056
C32 -3.889 1.534 -2.780  -0.141
C33 -2.873 0.840 -2.126  -0.391
P2 -1.179 1.543 -2.045  1.099
C34 -0.544 2.041 -3.755  -0.411
C35 0.434 0.946 -4.196  -0.240
C36 -0.334 -0.285 -4.663  -0.200
C37 -1.216 0.052 -5.862  -0.180
C38 -2.197 1.159 -5.495  -0.188
C39 -1.474 2.376 -4.924  -0.187
C40 -1.371 3.216 -1.180  -0.409
C41 -1.981 2.965 0.204  -0.219
C42 -3.493 3.166 0.260  -0.178
C43 -3.853 4.566 -0.225  -0.183
C44 -3.411 4.743 -1.672  -0.189
C45 -1.912 4.498 -1.830  -0.176
H17 -3.001 -2.951 -2.700  0.030
H18 -1.773 -3.942 -1.931  0.027
H19 -1.316 -2.733 -3.113  -0.003
H20 -3.910 -3.682 -0.632  0.091
H21 -4.870 -5.084 1.113  0.114
H22 -4.008 -4.924 3.434  0.114
H23 -2.171 -3.378 3.928  0.072
H24 -0.498 0.008 4.345  0.096
H25 -3.212 0.101 2.943  0.128
H26 -1.811 1.075 2.487  0.070
H27 -3.387 2.354 3.927  0.107
H28 -1.812 2.171 4.700  0.114
H29 -4.298 0.498 5.271  0.121
H30 -3.594 1.713 6.338  0.116
H31 -2.898 -0.573 7.017  0.118
H32 -1.506 0.372 6.498  0.116
H33 -3.060 -1.586 4.755  0.114
H34 -1.520 -1.944 5.553  0.094
H35 1.515 -1.766 3.029  0.060
H36 0.348 -2.530 5.148  0.089
H37 1.860 -3.232 4.629  0.105
H38 -0.813 -4.590 4.840  0.092
H39 0.782 -5.071 5.367  0.116
H40 -0.530 -5.458 2.710  0.107
H41 0.644 -6.472 3.539  0.115
H42 1.673 -5.524 1.531  0.117
H43 2.427 -4.767 2.931  0.114
H44 0.121 -3.677 1.262  0.092
H45 1.781 -3.069 1.189  0.094
H46 -4.765 -1.651 -0.868  0.086
H47 -6.534 -0.403 -2.004  0.113
H48 -5.961 1.637 -3.294  0.116
H49 -3.641 2.431 -3.326  0.084
H50 0.038 2.946 -3.519  0.090
H51 1.088 0.665 -3.358  0.060
H52 1.057 1.320 -5.014  0.122
H53 -0.962 -0.628 -3.833  0.082
H54 0.361 -1.087 -4.920  0.116
H55 -1.771 -0.834 -6.175  0.117
H56 -0.594 0.369 -6.703  0.118
H57 -2.910 0.768 -4.770  0.090
H58 -2.756 1.469 -6.380  0.122
H59 -2.192 3.149 -4.646  0.095
H60 -0.846 2.802 -5.712  0.125
H61 -0.297 3.414 -1.027  0.065
H62 -1.534 3.656 0.925  0.113
H63 -1.722 1.945 0.524  0.071
H64 -3.832 3.028 1.288  0.108
H65 -3.999 2.428 -0.363  0.099
H66 -3.363 5.315 0.406  0.118
H67 -4.930 4.726 -0.156  0.118
H68 -3.626 5.758 -2.014  0.119
H69 -3.983 4.064 -2.300  0.089
H70 -1.396 5.329 -1.335  0.118
H71 -1.636 4.530 -2.885  0.096
C46 5.531 0.519 -3.788  0.011
N3 5.385 0.116 -2.369  -0.171
C47 6.337 -0.946 -1.988  0.016
C48 3.971 -0.171 -1.948  -0.103
C49 3.279 -1.429 -2.456  -0.251
C50 3.790 -2.185 -3.504  -0.072
C51 3.187 -3.372 -3.883  -0.066
C52 2.072 -3.805 -3.196  -0.072
C53 1.534 -3.016 -2.188  -0.148
C54 2.087 -1.788 -1.787  -0.206
H72 6.231 1.350 -3.874  0.113
H73 4.568 0.822 -4.193  0.110
H74 5.912 -0.302 -4.391  0.101
H75 5.638 0.940 -1.816  0.181
H76 6.021 -1.897 -2.413  0.100
H77 6.366 -1.047 -0.906  0.111
H78 7.336 -0.707 -2.349  0.116
H79 3.373 0.705 -2.221  0.101
H80 3.967 -0.231 -0.855  0.106
H81 4.656 -1.871 -4.064  0.084
H82 3.602 -3.947 -4.699  0.114
H83 1.613 -4.749 -3.453  0.113
H84 0.651 -3.397 -1.684  0.064

Atoms 1-2, force components in eV/Å:
Y 1.215 1.725 0.690
C -0.051 -0.197 -0.241

Output
**Charge**: +2
**F_max**: 2.2 eV Å⁻¹
**HOMO level**: -11.40 eV
**DFT total energy**: -3508.16946 Ha

***

2.
Entry from the Open Molecules 2025 dataset: a 11-piece molecular cluster, C55H113N6O17 overall at a distorted geometry (ωB97M-V/def2-TZVPD).

Last column: Löwdin charge in e.
CARTESIAN COORDINATES (ANGSTROEM)
C1 7.225 -3.692 1.558  -0.004
C2 6.298 -2.818 0.680  -0.435
C3 6.758 -2.910 -0.803  -0.145
C4 6.209 -4.086 -1.637  -0.155
C5 4.648 -4.130 -1.470  -0.092
C6 4.154 -4.336 0.042  -0.410
N1 4.862 -3.314 0.881  0.143
O1 4.505 -3.212 2.232  0.159
C7 4.484 -5.784 0.549  0.014
C8 2.648 -4.097 -0.048  -0.005
C9 6.480 -1.350 0.977  -0.033
H1 6.957 -3.594 2.611  0.091
H2 8.267 -3.371 1.568  0.103
H3 7.205 -4.751 1.304  0.078
H4 7.845 -2.859 -0.868  0.132
H5 6.329 -2.053 -1.322  0.121
H6 6.704 -4.972 -1.240  0.101
H7 6.568 -3.942 -2.656  0.120
H8 4.347 -4.885 -2.196  0.124
H9 4.264 -3.189 -1.865  0.121
H10 5.542 -5.995 0.710  0.070
H11 4.174 -6.543 -0.169  0.100
H12 4.028 -5.853 1.536  0.080
H13 2.576 -3.023 -0.221  0.093
H14 2.117 -4.316 0.878  0.070
H15 2.175 -4.740 -0.790  0.103
H16 6.425 -0.982 2.001  0.099
H17 5.861 -0.714 0.344  0.092
H18 7.418 -1.014 0.535  0.100
C10 2.281 5.575 0.449  -0.019
C11 3.240 4.781 1.279  -0.467
C12 4.498 5.608 1.604  -0.087
C13 4.155 6.730 2.719  -0.153
C14 3.678 6.157 4.062  -0.123
C15 2.382 5.305 3.812  -0.396
N2 2.592 4.333 2.602  0.195
O2 1.769 3.100 2.652  0.138
C16 1.063 6.098 3.677  -0.004
C17 2.297 4.440 5.077  -0.047
C18 3.753 3.612 0.428  -0.018
H19 1.843 6.471 0.891  0.078
H20 1.303 5.152 0.218  0.096
H21 2.792 5.956 -0.435  0.113
H22 4.885 6.164 0.750  0.129
H23 5.279 4.934 1.954  0.119
H24 3.617 7.587 2.313  0.106
H25 4.997 7.397 2.902  0.106
H26 3.578 6.955 4.799  0.132
H27 4.423 5.571 4.600  0.118
H28 1.121 7.056 3.160  0.080
H29 0.497 6.328 4.580  0.107
H30 0.344 5.566 3.054  0.066
H31 3.146 3.770 5.214  0.091
H32 1.482 3.716 5.095  0.077
H33 2.209 5.028 5.991  0.106
H34 3.020 2.826 0.247  0.074
H35 4.553 3.052 0.913  0.093
H36 4.143 4.004 -0.511  0.109
C19 -1.535 -5.392 0.790  -0.084
C20 -0.767 -6.687 0.554  -0.212
C21 -0.612 -7.303 1.992  -0.076
N3 0.474 -8.395 2.041  -0.254
C22 0.347 -9.493 1.010  0.015
C23 0.439 -9.043 3.443  -0.056
C24 1.860 -8.692 4.025  -0.140
C25 2.772 -8.565 2.848  -0.154
C26 1.895 -7.789 1.830  -0.092
H37 -2.591 -5.528 1.023  0.089
H38 -1.693 -4.903 -0.171  0.078
H39 -0.975 -4.770 1.488  0.075
H40 0.174 -6.315 0.149  0.091
H41 -1.303 -7.340 -0.136  0.113
H42 -1.549 -7.831 2.170  0.144
H43 -0.231 -6.539 2.670  0.119
H44 1.115 -10.230 1.247  0.106
H45 0.359 -9.073 0.004  0.101
H46 -0.623 -9.935 1.237  0.111
H47 0.426 -10.133 3.471  0.126
H48 -0.405 -8.608 3.978  0.132
H49 2.128 -9.477 4.732  0.119
H50 1.794 -7.766 4.596  0.126
H51 3.110 -9.510 2.424  0.114
H52 3.693 -8.004 3.006  0.117
H53 2.197 -7.949 0.796  0.117
H54 1.794 -6.737 2.096  0.111
C27 -5.902 5.877 5.129  -0.094
C28 -5.738 5.518 3.646  -0.229
C29 -4.258 5.113 3.330  -0.085
N4 -3.921 4.923 1.825  -0.195
C30 -4.702 3.741 1.272  0.051
C31 -2.424 4.911 1.543  -0.103
C32 -2.298 5.414 0.121  -0.194
C33 -3.448 6.253 -0.229  -0.159
C34 -4.315 6.230 1.051  -0.062
H55 -6.955 6.109 5.292  0.078
H56 -5.397 6.832 5.270  0.073
H57 -5.503 5.153 5.841  0.084
H58 -6.164 6.335 3.064  0.102
H59 -6.359 4.662 3.382  0.102
H60 -4.051 4.127 3.745  0.127
H61 -3.591 5.862 3.757  0.128
H62 -4.496 3.711 0.202  0.088
H63 -5.788 3.816 1.316  0.113
H64 -4.270 2.863 1.751  0.096
H65 -1.976 3.919 1.599  0.107
H66 -1.973 5.682 2.168  0.123
H67 -2.196 4.475 -0.423  0.116
H68 -1.393 6.015 0.038  0.113
H69 -3.938 5.848 -1.115  0.115
H70 -3.051 7.174 -0.655  0.123
H71 -5.381 6.198 0.824  0.131
H72 -4.011 7.177 1.497  0.136
C35 -3.338 2.466 -10.922  -0.073
C36 -2.586 1.876 -9.679  -0.226
C37 -3.551 1.182 -8.724  -0.100
N5 -2.957 0.972 -7.300  -0.192
C38 -4.025 0.140 -6.521  0.040
C39 -1.544 0.323 -7.214  -0.113
C40 -0.830 0.641 -5.959  -0.151
C41 -1.603 1.834 -5.386  -0.160
C42 -2.602 2.259 -6.440  -0.063
H73 -3.719 1.694 -11.591  0.074
H74 -2.594 3.047 -11.469  0.076
H75 -4.219 3.009 -10.582  0.076
H76 -2.028 2.692 -9.219  0.100
H77 -1.756 1.207 -9.905  0.102
H78 -3.576 0.113 -8.934  0.122
H79 -4.588 1.515 -8.673  0.138
H80 -3.734 -0.006 -5.481  0.107
H81 -4.210 -0.818 -7.007  0.103
H82 -4.962 0.685 -6.400  0.110
H83 -1.737 -0.716 -7.481  0.136
H84 -0.944 0.759 -8.013  0.119
H85 -0.835 -0.263 -5.351  0.113
H86 0.209 0.938 -6.102  0.122
H87 -2.039 1.783 -4.388  0.099
H88 -0.892 2.637 -5.191  0.120
H89 -3.446 2.556 -5.818  0.119
H90 -2.097 3.066 -6.971  0.130
C43 2.372 -0.006 1.430  -0.076
C44 1.136 -0.047 0.571  -0.199
C45 -0.177 -0.545 1.274  -0.067
N6 -1.495 -0.419 0.433  -0.178
C46 -2.780 -0.813 1.238  0.031
C47 -1.419 -1.272 -0.861  -0.072
C48 -1.786 -0.320 -2.011  -0.106
C49 -1.296 1.077 -1.469  -0.140
C50 -1.650 1.106 0.022  -0.080
H91 2.659 0.979 1.800  0.040
H92 3.174 -0.260 0.737  0.061
H93 2.473 -0.744 2.225  0.081
H94 1.267 -0.643 -0.332  0.075
H95 0.921 0.896 0.070  0.091
H96 -0.340 -0.029 2.220  0.120
H97 -0.237 -1.601 1.537  0.104
H98 -2.761 -0.302 2.201  0.077
H99 -2.732 -1.837 1.609  0.083
H100 -3.738 -0.716 0.729  0.114
H101 -2.169 -2.040 -0.669  0.124
H102 -0.391 -1.606 -1.001  0.116
H103 -2.847 -0.501 -2.183  0.115
H104 -1.232 -0.583 -2.912  0.098
H105 -1.816 1.807 -2.089  0.094
H106 -0.240 1.339 -1.531  0.082
H107 -2.715 1.326 0.104  0.108
H108 -1.148 1.813 0.683  0.111
O3 -1.270 1.245 4.799  0.112
C51 -1.565 2.236 3.972  -0.906
O4 -2.418 2.023 3.122  -0.032
O5 -1.033 3.334 4.166  -0.016
H109 -1.881 0.609 4.421  0.098
O6 0.027 -2.903 3.542  0.067
C52 0.642 -4.044 3.927  -0.912
O7 -0.030 -4.790 4.569  0.028
O8 1.799 -4.326 3.518  -0.043
H110 -0.750 -3.267 3.973  0.092
O9 -7.063 -3.869 1.039  0.072
C53 -5.714 -3.875 0.891  -0.868
O10 -5.247 -4.488 -0.076  -0.058
O11 -4.965 -3.339 1.787  -0.098
H111 -6.902 -4.518 0.350  0.054
O12 1.145 1.064 -3.329  0.061
C54 2.218 0.550 -2.784  -0.998
O13 2.316 -0.637 -2.579  -0.025
O14 3.066 1.349 -2.430  -0.038
H112 1.451 1.973 -3.379  0.104
O15 -5.895 3.586 -1.957  0.040
C55 -4.869 3.150 -2.748  -0.896
O16 -4.296 3.909 -3.567  -0.066
O17 -4.598 1.975 -2.558  -0.042
H113 -5.801 2.723 -1.546  0.061

Atoms 1-2, force components in eV/Å:
C -0.335 -0.212 0.975
C 1.283 -0.084 -1.294

Output
**Charge**: +1
**ΔE to the lowest compared entry with this formula, charge and spin**: 153.5 kcal per mole
**F_max**: 9.9 eV Å⁻¹
**HOMO level**: -7.55 eV
**DFT total energy**: -3770.21443 Ha

***

no.,LUMO energy (eV),orbital gap (eV)
1,-4.723,6.67
2,-6.173,1.37